No. 1
Entry from the OMol25 dataset: a structure of composition C43H58BrMoNO2P2SSi (ωB97M-V with the def2-TZVPD basis set).

## Properties
Spin multiplicity ... 3
Frontier orbital gap (alpha / beta) ... 6.328 / 7.414 eV
Relative energy (zero: lowest compared OMol25 entry of this formula, charge and spin) ... 70.24 kJ/mol
F_max ... 0.0134 hartree/bohr
<S²> ... 2.140

Last column: Löwdin charge in e.
Geometry (Å):
Mo  0.938  0.307  1.394  0.744
Br  0.043  -4.056  3.011  0.766
S  0.556  0.412  3.551  0.146
P  1.544  -0.788  -1.087  1.072
P  -1.581  0.941  1.388  0.939
Si  0.738  2.234  -0.283  0.559
O  5.016  -0.323  2.243  0.084
O  2.918  -0.002  1.562  -0.335
N  2.164  -2.311  2.741  0.069
C  -3.488  2.771  2.513  -0.184
C  3.903  -2.305  -1.987  -0.183
C  5.323  -0.684  -3.268  -0.195
C  1.305  1.760  -2.049  -0.292
C  -3.418  1.784  -0.664  -0.107
C  -2.497  -0.564  2.011  -0.426
C  1.568  1.041  -4.757  -0.074
C  1.716  -3.282  3.497  -0.728
C  -3.745  2.654  -1.688  -0.075
C  -2.118  1.734  -0.163  -0.354
C  -4.912  -1.762  0.721  -0.187
C  1.576  3.864  0.131  -0.201
C  -2.045  2.229  2.645  -0.426
C  -3.653  4.109  1.790  -0.190
C  -5.074  -0.631  1.736  -0.199
C  -3.560  -1.702  0.012  -0.193
C  1.473  2.729  -3.047  -0.098
C  -2.682  5.158  2.307  -0.199
C  4.349  -1.851  -3.373  -0.195
C  0.108  -4.678  -1.030  -0.190
C  3.560  -3.188  4.973  -0.043
C  3.326  -1.753  3.090  -0.209
C  -1.481  3.453  -1.707  -0.089
C  2.352  -3.769  4.630  -0.105
C  -1.265  4.653  2.087  -0.212
C  4.236  0.064  -1.114  -0.188
C  -1.345  -4.402  -1.400  -0.197
C  4.065  -2.164  4.185  0.010
C  4.667  0.471  -2.522  -0.184
C  1.613  2.380  -4.379  -0.071
C  -1.430  -3.353  -2.506  -0.189
C  0.812  -3.395  -0.601  -0.237
C  0.724  -2.317  -1.685  -0.448
C  -2.778  3.519  -2.188  -0.070
C  1.460  0.065  -3.784  -0.112
C  -1.014  3.362  2.859  -0.225
C  3.835  -0.602  2.245  -0.592
C  -3.881  -0.558  2.682  -0.184
C  -2.423  -1.733  1.029  -0.237
C  -0.726  -2.058  -2.110  -0.200
C  -1.109  2.541  -0.715  -0.295
C  3.358  -1.206  -1.055  -0.394
C  1.369  0.419  -2.437  -0.377
H  1.856  -3.596  -0.345  0.106
H  -1.033  3.604  3.927  0.121
H  3.736  0.897  -0.619  0.089
H  1.471  -0.979  -4.073  0.099
H  1.737  3.151  -5.130  0.105
H  -0.739  4.118  -2.134  0.096
H  -4.689  4.436  1.913  0.114
H  4.808  -2.697  -3.891  0.111
H  -5.984  -0.780  2.323  0.114
H  0.626  -5.109  -1.895  0.118
H  -1.791  -0.777  2.822  0.048
H  1.911  -4.566  5.209  0.098
H  5.124  -0.130  -0.507  0.118
H  6.219  -1.009  -2.728  0.116
H  1.487  3.781  -2.786  0.093
H  -1.877  -4.039  -0.512  0.095
H  -3.032  4.227  -2.966  0.105
H  5.354  1.317  -2.441  0.116
H  -2.840  6.111  1.798  0.110
H  3.811  0.822  -3.103  0.085
H  -5.214  0.317  1.215  0.082
H  3.215  -3.150  -2.055  0.089
H  3.450  -1.621  -0.051  0.081
H  -5.728  -1.742  -0.005  0.111
H  -4.756  2.679  -2.076  0.107
H  0.351  -3.019  0.317  0.046
H  -3.870  2.896  3.534  0.122
H  -1.844  -5.323  -1.711  0.112
H  -0.962  -3.755  -3.413  0.117
H  -2.851  5.333  3.377  0.116
H  -4.187  1.154  -0.246  0.078
H  1.275  -2.670  -2.565  0.107
H  3.492  -1.544  -3.977  0.087
H  0.169  -5.414  -0.226  0.102
H  1.204  4.273  1.070  0.006
H  5.005  -1.676  4.397  0.122
H  -0.761  -1.342  -2.933  0.107
H  -3.492  -0.794  -0.595  0.094
H  -3.487  3.989  0.717  0.092
H  -1.444  -1.759  0.547  0.054
H  -3.467  -2.543  -0.680  0.094
H  1.645  0.764  -5.801  0.106
H  -0.009  2.988  2.675  0.032
H  -0.528  5.396  2.401  0.114
H  5.648  -0.365  -4.261  0.109
H  -1.998  1.621  3.553  0.072
H  4.789  -2.700  -1.475  0.125
H  1.408  4.610  -0.651  0.026
H  4.097  -3.528  5.848  0.112
H  -3.982  0.261  3.393  0.099
H  -4.985  -2.720  1.247  0.116
H  -2.496  -2.662  1.607  0.101
H  -3.894  -1.471  3.290  0.125
H  -4.141  2.038  2.039  0.077
H  -1.267  -1.590  -1.284  0.076
H  2.654  3.717  0.234  0.034
H  -2.471  -3.142  -2.763  0.106
H  -1.116  4.498  1.015  0.087

***

No. 2
Entry from the OMol25 dataset: a structure of composition C43H58ClHfIN3O3 (ωB97M-V with the def2-TZVPD basis set).

## Properties
Frontier orbital gap ... 6.908 eV
F_max ... 0.0646 hartree/bohr
Charge ... +1

Last column: Löwdin charge in e.
Geometry (Å):
Hf  -0.030  0.358  0.606  1.591
I  1.492  4.094  3.435  0.981
Cl  2.958  6.040  -1.762  0.738
O  -0.933  -1.102  -0.133  -0.229
O  1.019  1.679  1.619  -0.294
O  -1.151  1.759  0.100  -0.206
N  1.711  -0.995  1.395  -0.342
N  1.249  1.216  -1.037  0.009
N  -0.756  -0.247  2.499  -0.272
C  -7.416  1.786  1.129  -0.028
C  -6.626  1.783  3.512  -0.051
C  -1.740  -0.608  -2.666  -0.063
C  2.352  4.749  -0.787  -0.597
C  -6.800  -1.921  2.441  -0.038
C  -4.607  2.760  0.434  0.026
C  1.418  2.651  0.848  -0.443
C  -1.809  4.614  -0.455  -0.019
C  -2.228  -1.367  0.145  -0.232
C  3.016  -0.365  1.156  -0.069
C  -2.849  3.705  -1.131  -0.510
C  -6.405  2.379  2.120  -0.545
C  -4.996  2.128  1.611  -0.149
C  -3.457  -2.315  -3.193  -0.029
C  1.567  2.451  -0.556  -0.156
C  1.658  -2.241  0.620  -0.074
C  -6.174  -2.793  1.346  -0.546
C  -7.147  -2.880  0.167  -0.050
C  1.493  -1.242  2.840  -0.133
C  -2.563  -1.611  1.493  -0.141
C  0.390  -0.331  3.416  -0.143
C  -3.984  4.606  -1.628  -0.051
C  1.332  1.018  -2.338  -0.086
C  -3.826  -2.016  1.875  0.017
C  -1.481  -1.527  2.529  -0.094
C  -4.025  1.441  2.322  0.028
C  -4.822  -2.232  0.933  -0.146
C  -2.207  3.046  -2.359  -0.028
C  2.081  3.254  -2.774  0.019
C  -2.382  1.894  0.603  -0.242
C  -2.721  1.313  1.845  -0.120
C  -3.319  2.713  -0.066  -0.086
C  -5.962  -4.202  1.920  -0.038
C  -4.138  0.013  -2.526  -0.027
C  -1.649  0.885  2.844  -0.085
C  2.018  3.514  -1.392  -0.153
C  1.729  2.012  -3.240  -0.010
C  -3.249  -1.502  -0.812  -0.070
C  2.204  4.942  0.569  -0.142
C  -4.497  -1.951  -0.385  0.038
C  -3.130  -1.123  -2.284  -0.516
C  -6.634  3.898  2.217  -0.039
C  1.740  3.900  1.360  -0.600
H  -7.259  0.716  1.027  0.060
H  -5.831  4.369  2.779  0.094
H  -4.012  0.781  -1.765  0.073
H  1.085  0.027  -2.700  0.121
H  -7.575  4.093  2.726  0.087
H  1.227  -2.290  3.000  0.123
H  -8.429  1.962  1.483  0.092
H  -4.759  4.028  -2.125  0.091
H  -0.998  1.761  2.988  0.117
H  -5.251  -2.080  -1.142  0.096
H  -1.383  2.399  -2.068  0.054
H  -6.687  4.365  1.237  0.077
H  -3.578  5.309  -2.351  0.089
H  -7.655  1.946  3.821  0.090
H  -4.473  -2.666  -3.044  0.078
H  -5.455  -4.842  1.201  0.091
H  -6.925  -4.645  2.162  0.088
H  -5.162  -0.344  -2.476  0.085
H  -2.943  2.466  -2.907  0.070
H  -5.364  -4.164  2.829  0.080
H  -7.059  -0.943  2.049  0.054
H  -1.905  -1.687  3.530  0.145
H  -4.418  5.180  -0.814  0.089
H  -2.144  0.667  3.803  0.149
H  -4.250  1.039  3.298  0.111
H  3.843  -1.057  1.356  0.108
H  -0.765  -2.332  2.340  0.124
H  -1.822  3.819  -3.023  0.092
H  -7.707  -2.389  2.816  0.094
H  3.139  0.510  1.791  0.098
H  -8.117  -3.224  0.516  0.090
H  -1.534  5.422  -1.128  0.091
H  1.748  -2.008  -0.443  0.096
H  -3.986  0.450  -3.511  0.088
H  2.408  -1.064  3.414  0.138
H  0.064  -0.724  4.389  0.146
H  2.444  5.891  1.023  0.107
H  -5.337  3.362  -0.076  0.097
H  -1.001  -1.401  -2.578  0.085
H  -7.286  -1.909  -0.301  0.084
H  -1.751  -0.265  -3.699  0.097
H  -2.778  -3.141  -2.995  0.092
H  -5.977  2.264  4.242  0.091
H  -4.004  -2.190  2.925  0.119
H  -6.119  -1.788  3.278  0.075
H  -3.352  -2.018  -4.235  0.090
H  0.698  -2.738  0.761  0.084
H  2.466  -2.930  0.897  0.109
H  0.793  0.670  3.582  0.104
H  -0.910  4.060  -0.199  0.064
H  -6.441  0.714  3.517  0.059
H  1.742  1.789  -4.295  0.118
H  3.073  -0.042  0.114  0.085
H  -7.313  2.236  0.144  0.083
H  2.394  4.038  -3.449  0.104
H  -1.455  0.227  -2.025  0.044
H  -2.210  5.049  0.457  0.099
H  -6.789  -3.589  -0.576  0.089

***

No. 3
Entry from the OMol25 dataset: a structure of composition C43H60AsBaBrN7 (ωB97M-V with the def2-TZVPD basis set).

## Properties
Frontier orbital gap ... 3.844 eV
Relative energy (zero: lowest compared OMol25 entry of this formula, charge and spin) ... 281.14 kJ/mol
F_max ... 0.0981 hartree/bohr
Charge ... -1

Last column: Löwdin charge in e.
Geometry (Å):
Ba  0.357  -0.273  -0.901  1.595
Br  -1.900  0.879  -2.069  -0.204
As  0.183  2.804  -4.385  1.014
N  1.329  -4.368  -2.616  0.166
N  1.963  -2.471  -3.720  0.132
N  2.562  -1.044  -5.435  -0.168
N  -0.417  1.305  1.294  -0.041
N  0.320  -2.308  -2.060  -0.112
N  0.510  -1.407  1.095  -0.273
N  1.881  -0.188  -3.321  0.090
C  0.966  4.006  -5.785  -0.350
C  2.029  -4.668  0.449  -0.092
C  0.450  -2.790  5.572  -0.102
C  -0.860  1.685  -5.616  -0.347
C  -0.354  0.477  2.361  -0.228
C  -0.723  1.868  5.950  -0.089
C  -3.371  1.326  1.715  -0.364
C  -0.219  -0.493  5.900  -0.181
C  -0.501  -3.641  1.015  -0.158
C  1.858  4.502  2.006  -0.070
C  -0.236  -0.381  4.522  -0.094
C  -2.771  -3.340  -0.018  -0.052
C  3.125  -2.416  0.527  -0.343
C  -2.577  -3.660  2.473  -0.050
C  -1.100  2.508  1.417  -0.217
C  3.490  -1.943  1.941  -0.043
C  -2.421  4.998  1.543  -0.103
C  0.034  -0.859  2.276  -0.258
C  0.124  -1.772  6.432  -0.064
C  -1.234  4.051  -3.882  -0.352
C  0.103  -1.427  3.611  -0.101
C  -0.496  0.698  6.626  -0.047
C  1.871  -1.790  -6.481  -0.056
C  -3.122  3.814  1.711  -0.060
C  1.886  -3.297  0.584  -0.166
C  -1.063  4.936  1.277  -0.066
C  -4.161  1.221  3.024  -0.062
C  -4.333  1.291  0.519  -0.095
C  -2.501  2.575  1.650  -0.138
C  2.974  0.280  -5.861  -0.075
C  1.428  4.177  -0.458  -0.066
C  2.084  -1.147  -4.127  -0.442
C  1.094  3.688  0.956  -0.381
C  0.459  -2.642  4.160  -0.036
C  -0.495  0.810  3.803  -0.069
C  1.167  -3.002  -2.719  -0.506
C  -1.902  -3.092  1.222  -0.362
C  -0.718  1.951  4.532  -0.010
C  -0.400  3.720  1.209  -0.156
C  0.949  -5.538  0.572  -0.127
C  0.617  -2.751  0.931  -0.286
C  -0.310  -5.002  0.831  -0.060
C  3.011  -1.210  -0.414  -0.154
H  2.678  -1.357  2.371  0.076
H  -5.093  2.073  0.613  0.070
H  1.722  -2.829  -6.196  0.077
H  -3.753  -2.880  0.110  0.078
H  2.937  4.362  1.897  0.070
H  1.402  2.645  1.038  0.113
H  -4.841  0.324  0.472  0.072
H  -4.821  2.084  3.148  0.067
H  -3.783  1.442  -0.409  -0.039
H  -2.929  5.954  1.592  0.086
H  3.947  -3.045  0.164  0.124
H  3.939  -0.629  -0.402  0.092
H  -3.495  1.180  3.883  0.066
H  -0.916  2.774  6.515  0.091
H  -3.557  -3.197  2.609  0.077
H  0.898  -4.767  -1.791  0.073
H  -1.974  -3.451  3.357  0.067
H  2.480  -1.769  -7.384  0.085
H  2.503  4.103  -0.646  0.072
H  0.756  -3.483  3.545  0.101
H  -1.480  2.304  -6.266  0.019
H  -2.720  0.457  1.633  0.114
H  1.642  5.568  1.907  0.067
H  0.256  4.176  -6.597  0.011
H  2.129  0.945  -6.077  0.064
H  -2.323  -2.904  -0.914  0.066
H  1.133  5.223  -0.580  0.072
H  -1.830  -2.013  1.359  0.117
H  2.275  -4.703  -2.732  0.099
H  4.392  -1.324  1.922  0.075
H  1.201  4.964  -5.319  0.007
H  -2.715  -4.742  2.395  0.071
H  1.574  4.185  3.011  0.076
H  2.473  -3.144  -4.262  0.133
H  -4.778  0.318  3.026  0.072
H  -4.194  3.862  1.880  0.101
H  3.671  -2.801  2.591  0.082
H  -0.511  5.859  1.126  0.100
H  0.151  -1.928  7.505  0.092
H  0.728  -3.755  5.984  0.090
H  -1.161  -5.672  0.904  0.106
H  -1.913  3.536  -3.205  -0.034
H  -0.096  -2.877  -1.320  0.036
H  1.088  -6.608  0.475  0.088
H  0.889  -1.358  -6.711  0.091
H  -2.910  -4.411  -0.191  0.073
H  1.959  0.725  -3.759  -0.018
H  -0.500  0.677  7.711  0.098
H  -1.779  4.392  -4.764  0.021
H  0.891  3.582  -1.201  0.055
H  2.221  -0.569  -0.055  -0.080
H  -0.900  2.906  4.055  0.105
H  -0.795  4.906  -3.368  0.016
H  3.576  0.179  -6.764  0.088
H  3.592  0.742  -5.092  0.095
H  1.889  3.596  -6.197  -0.009
H  -0.206  1.067  -6.233  -0.010
H  3.020  -5.074  0.257  0.105
H  2.821  -1.509  -1.444  0.028
H  -1.497  1.039  -5.012  -0.029